Computed, not measured: a cluster of 2 separate species, C5H14NO in total in a non-equilibrium geometry, with ωB97M-V/def2-TZVPD.

* orbital gap: 10.9 eV
* charge: +1
* ΔE to the lowest compared entry with this formula, charge and spin: 2.184 eV
* E_HOMO: -14.220 eV

Positions of all 21 atoms, in Å:
C1 1.2046 -1.2911 -1.9027
C2 -0.1723 -1.9133 -1.5301
C3 -1.1580 -0.8214 -1.1248
C4 -0.5694 -0.0032 0.0326
C5 -0.0415 1.1734 -0.2292
N1 0.4865 2.0731 0.8675
H1 1.6012 -1.0865 -0.9022
H2 1.8231 -2.0583 -2.3535
H3 1.1209 -0.3268 -2.4743
H4 -0.4603 -2.4023 -2.4811
H5 -0.1166 -2.7224 -0.8263
H6 -1.5288 -0.4098 -2.1004
H7 -2.1223 -1.0901 -0.5842
H8 -0.8917 -0.4584 0.9631
H9 0.1333 1.6007 -1.1898
H10 1.4480 2.2351 0.6223
H11 -0.1457 2.8883 0.8219
H12 0.2671 1.6797 1.8678
H13 0.2744 -0.3156 2.9377
H14 0.1622 0.7205 4.0197
O1 -0.1315 0.5434 3.1116